DFT (wB97M-V/def2-TZVPD) results for a structure of composition C17H16Cl2Mn at a distorted geometry.

Atoms and positions in Å:
Mn (-0.3213, 0.5041, -0.9153)
Cl (-4.8950, 1.7714, 1.4621)
Cl (1.4156, 1.6203, -0.3630)
C (0.5226, 0.3018, -4.0953)
C (1.0860, 1.4649, -3.5087)
C (-2.6936, 0.5790, 4.5740)
C (-3.5629, 1.2741, 2.4014)
C (0.7147, -1.7647, 0.4884)
C (0.0183, 2.2982, -3.0584)
C (-0.6063, -2.1702, 0.8154)
C (0.7955, -1.4467, -0.9314)
C (-1.2122, 1.6546, -3.3927)
C (-1.3940, 0.5264, 4.0584)
C (-2.2531, 1.1463, 1.8301)
C (-3.7644, 0.9886, 3.7540)
C (-1.4543, -1.8417, -0.2468)
C (-0.6140, -1.4377, -1.4543)
C (-1.2064, 0.8414, 2.7263)
C (-0.8964, 0.4187, -4.0359)
C (-1.9634, 1.3425, 0.3708)
H (-2.9329, 0.3344, 5.6116)
H (-1.6529, 2.3735, 0.1510)
H (0.1478, 3.3290, -2.7441)
H (-0.2135, 0.8170, 2.3168)
H (-0.9293, -2.4722, 1.7803)
H (-2.8102, 1.1220, -0.3384)
H (2.1274, 1.7587, -3.5501)
H (-2.1984, 2.1081, -3.3740)
H (-2.5344, -1.9764, -0.2873)
H (-0.5812, 0.1952, 4.7164)
H (1.5722, -1.8442, 1.1456)
H (-0.8908, -1.4449, -2.5146)
H (-4.7779, 1.0671, 4.1346)
H (1.0571, -0.4185, -4.7061)
H (1.6402, -1.1870, -1.5457)
H (-1.5961, -0.2030, -4.5959)

Output
Expectation value of S²: 8.77
LUMO energy (spin up / spin down), hartree: 0.182 / 0.182
Net charge: -2
Relative energy (zero: lowest compared OMol25 entry of this formula, charge and spin), kcal/mol: 14.67
DFT total energy, eV: -74251.978
2S+1: 6


DFT (wB97M-V/def2-TZVPD) results for an isolated molecule of C17H16F3NO2S at a distorted geometry.

Atoms and positions in Å:
S (-4.9753, 1.8694, -0.4849)
F (6.0518, 1.1267, 0.1988)
F (5.7643, -0.5916, 1.4438)
F (7.1619, -0.6686, -0.1811)
O (5.0708, -0.6811, -0.6811)
O (-0.6936, 1.8342, 1.2821)
N (-0.3937, 0.3768, -0.4565)
C (-5.3702, -2.1524, 0.2041)
C (5.9604, -0.2156, 0.1662)
C (-5.7659, -0.8415, -0.4876)
C (3.1931, 0.4571, 0.4577)
C (-3.3792, -0.1023, -0.0382)
C (-1.1448, 1.1537, 0.3899)
C (2.8721, -0.9085, -1.4991)
C (-2.5943, 1.0883, 0.0679)
C (0.9821, 0.1613, -0.4561)
C (-4.6833, 0.1673, -0.3213)
C (-2.9126, -1.4973, 0.2512)
C (3.7065, -0.3517, -0.5399)
C (-5.5142, -2.0289, 1.7189)
C (1.5189, -0.6526, -1.4558)
C (-3.9443, -2.5271, -0.2117)
C (-3.3334, 2.2151, -0.1308)
C (1.8326, 0.7116, 0.4976)
H (-6.7013, -0.4600, -0.0734)
H (-4.9710, -1.1647, 2.0917)
H (-6.0447, -2.9434, -0.1417)
H (3.8235, 0.9001, 1.2115)
H (1.4279, 1.3426, 1.2707)
H (-0.8937, -0.0724, -1.2119)
H (-2.9905, 3.2299, -0.1088)
H (-3.6852, -3.5051, 0.1974)
H (-6.5615, -1.9116, 1.9879)
H (3.2999, -1.5342, -2.2646)
H (-2.7486, -1.5913, 1.3289)
H (-1.9546, -1.7057, -0.2299)
H (-5.9335, -1.0219, -1.5551)
H (0.8705, -1.0863, -2.2036)
H (-3.9108, -2.6025, -1.3014)
H (-5.1336, -2.9204, 2.2119)

Output
LUMO energy, hartree: 0.018
Relative energy (zero: lowest compared OMol25 entry of this formula, charge and spin), kcal/mol: 0.00
DFT total energy, eV: -42462.986
Structure (SMILES): C[C@@H]1CCc2c(C(=O)Nc3ccc(OC(F)(F)F)cc3)csc2C1
2S+1: 1


DFT (wB97M-V/def2-TZVPD) results for a structure of composition C17H16MoN5O5.

Atoms and positions in Å:
Mo (0.9392, 0.0848, 0.5718)
O (-0.8905, 1.2484, 4.1318)
O (-3.4957, -0.2858, 1.1047)
O (-0.2719, 3.7860, -0.3195)
O (0.7875, 1.8189, -0.2329)
O (-1.0128, -0.3177, 0.2215)
N (0.0150, 1.1827, 2.0254)
N (2.9153, -0.7269, -0.2396)
N (1.9132, -0.2776, 2.6292)
N (0.6459, -0.4209, -1.4964)
N (-0.6020, -0.3349, -2.0230)
C (-2.8837, -0.2219, -1.2527)
C (-5.1801, -0.1330, -0.4951)
C (-3.8183, -0.2171, -0.2026)
C (1.6467, -0.6498, -2.2598)
C (-0.0868, 2.7674, 0.2603)
C (-4.6879, -0.0514, -2.8599)
C (0.7985, -0.3861, 3.6215)
C (4.0651, -1.1968, -2.2980)
C (-0.1421, 0.7674, 3.3151)
C (-5.6028, -0.0518, -1.8017)
C (4.0515, -0.9972, 0.4126)
C (-0.7278, 2.3333, 1.5579)
C (5.2205, -1.3779, -0.2206)
C (-1.4522, -0.2864, -1.0282)
C (2.9303, -0.8416, -1.5946)
C (5.2319, -1.4706, -1.6004)
C (-3.3486, -0.1377, -2.5812)
H (2.3824, 0.6071, 2.8174)
H (0.2880, -1.3380, 3.4709)
H (-5.0296, 0.0205, -3.8822)
H (1.5154, -0.7409, -3.3316)
H (1.1539, -0.3362, 4.6480)
H (-1.7842, 2.1071, 1.3823)
H (-6.6627, 0.0151, -2.0106)
H (-2.5319, -0.3310, 1.1857)
H (6.0996, -1.5841, 0.3720)
H (-5.8801, -0.1304, 0.3286)
H (2.5934, -1.0121, 2.7943)
H (6.1313, -1.7550, -2.1296)
H (-0.6881, 3.1498, 2.2791)
H (4.0513, -0.8812, 1.4848)
H (-2.6186, -0.1339, -3.3783)
H (4.0226, -1.2625, -3.3761)

Output
Expectation value of S²: 2.02
LUMO energy (spin up / spin down), hartree: -0.182 / -0.190
Net charge: +1
Relative energy (zero: lowest compared OMol25 entry of this formula, charge and spin), kcal/mol: 15.92
DFT total energy, eV: -37427.345
2S+1: 3


DFT (wB97M-V/def2-TZVPD) results for an isolated molecule of C17H16N2O5S.

Atoms and positions in Å:
S (-0.2176, -2.9973, 1.0785)
O (-3.8095, 1.1781, 2.1001)
O (0.3623, -4.2981, 0.9290)
O (1.3356, 1.7901, 1.5974)
O (-0.8035, -2.6551, 2.3319)
O (3.6649, 3.8100, -0.2045)
N (3.1229, 1.6452, -0.5210)
N (-1.3857, -2.8877, -0.1390)
C (1.7059, 2.9744, 0.9166)
C (1.7189, -1.7792, -0.5339)
C (-2.9541, 1.4829, 1.3090)
C (1.8196, -3.0272, -1.3517)
C (-1.7823, -1.1756, -1.8226)
C (-1.8052, -1.6073, -0.4995)
C (-2.1466, 0.1226, -2.1327)
C (0.7719, -0.4964, 1.2916)
C (2.4598, -0.6561, -0.8903)
C (-2.1605, 2.7613, 1.4070)
C (2.3504, 0.5352, -0.1914)
C (-2.5500, 0.5800, 0.1879)
C (0.8982, -1.6775, 0.5818)
C (2.9444, 2.8724, 0.0340)
C (-2.5004, 1.0122, -1.1342)
C (-2.2285, -0.7340, 0.4967)
C (1.4760, 0.6296, 0.8993)
H (1.8719, 3.7348, 1.6826)
H (3.8842, 1.5312, -1.1780)
H (0.1330, -0.4649, 2.1576)
H (0.8797, 3.3078, 0.2668)
H (-2.7784, 2.0234, -1.3901)
H (-1.4879, -1.8599, -2.6056)
H (-2.1381, 0.4464, -3.1629)
H (-2.0794, 3.2491, 0.4396)
H (-1.1714, -3.5030, -0.9095)
H (1.1173, -2.9818, -2.1851)
H (3.1368, -0.7097, -1.7302)
H (-1.1579, 2.5045, 1.7481)
H (2.8192, -3.1279, -1.7676)
H (1.5900, -3.9005, -0.7492)
H (-2.6188, 3.4318, 2.1291)
H (-2.2872, -1.0834, 1.5145)

Output
LUMO energy, hartree: 0.011
Relative energy (zero: lowest compared OMol25 entry of this formula, charge and spin), kcal/mol: 17.99
DFT total energy, eV: -41941.655
Structure (SMILES): CC(=O)c1cccc(NS(=O)(=O)c2cc3c(cc2C)NC(=O)CO3)c1
2S+1: 1